Version w
Density functional theory data (wB97M-V/def2-TZVPD) for a cluster of 2 separate species, C5H11O2 in total.

CARTESIAN COORDINATES (ANGSTROEM)
C 0.7619 -2.1479 1.2180
C -0.6018 -2.8461 1.3916
H 0.8905 -1.4540 2.1006
H 1.5522 -2.8776 1.4498
H 0.8463 -1.3498 0.4956
H -1.4333 -2.1181 1.3965
H -0.6783 -3.4926 2.2752
H -0.7805 -3.5247 0.5156
C -0.9957 1.0390 -0.6654
C -1.1603 0.7931 -2.1405
C 0.4277 1.2162 -0.0746
O 0.5227 1.4388 1.1160
O 1.3931 1.3323 -0.9078
H -1.5733 1.9238 -0.3478
H -1.5081 0.2498 -0.1224
H -0.6185 -0.1331 -2.4126
H -0.4817 1.5480 -2.6791
H -2.1734 0.7462 -2.5384

Orbital gap (spin up / spin down) in eV: 11.782 / 7.283
2S+1: 2
HOMO level (spin up / spin down) in eV: -10.97 / -10.66

***

Version x
Density functional theory data (wB97M-V/def2-TZVPD) for a cluster of 2 separate species, C5H11O2 in total.

CARTESIAN COORDINATES (ANGSTROEM)
C -1.7442 1.2979 -0.9678
C -2.6859 0.7344 0.1081
H -1.9469 0.8224 -1.9208
H -1.8073 2.3815 -1.0630
H -0.7464 1.0278 -0.6191
H -2.6336 1.3083 1.0302
H -2.3407 -0.2639 0.3694
H -3.7258 0.6384 -0.2108
C 1.9375 -0.4655 -0.1020
C 1.8393 -1.9818 0.1037
C 1.3895 0.4911 1.0898
O 1.0587 -0.2040 2.0531
O 1.4474 1.6702 0.8112
H 2.9905 -0.2084 -0.1221
H 1.4747 -0.1280 -1.0221
H 2.7193 -2.3202 0.6546
H 1.7975 -2.4743 -0.8689
H 0.9763 -2.3260 0.6763

Orbital gap (spin up / spin down) in eV: 11.778 / 7.184
2S+1: 2
HOMO level (spin up / spin down) in eV: -10.94 / -10.51

***

Of them, version x has the highest stability.

***

Version w
Density functional theory data (wB97M-V/def2-TZVPD) for a cluster of 2 separate species, C3H10NS2 in total.

CARTESIAN COORDINATES (ANGSTROEM)
C -0.2863 -1.1566 -3.2739
C -0.3612 -0.9667 -1.7662
C -1.9010 -1.9177 -0.0664
N -1.0918 -2.0528 -1.1462
H -0.0797 -2.2032 -3.5028
H -1.2253 -0.8641 -3.7402
H 0.5208 -0.5672 -3.7086
H 0.6365 -0.9054 -1.3136
H -0.9058 -0.0625 -1.4999
H -2.2676 -2.7660 0.4789
H -2.2627 -0.9220 0.1531
H -0.7991 -2.9846 -1.3879
S 0.9769 0.5446 1.0706
S 0.8428 2.3775 2.1638
H -0.1189 0.0881 1.7040
H 0.7380 3.1944 1.1130

Orbital gap (spin up / spin down) in eV: 6.154 / 9.299
2S+1: 2
HOMO level (spin up / spin down) in eV: -5.88 / -9.08

***

Version x
Density functional theory data (wB97M-V/def2-TZVPD) for an isolated molecule of C3H10NS2.

CARTESIAN COORDINATES (ANGSTROEM)
N 1.3329 -0.3796 -0.8913
C 1.3449 1.0917 -0.4014
C 2.7544 1.4005 0.0802
C 0.2002 1.0196 0.7843
S -1.4582 0.3774 -0.0242
S -1.4884 -1.8019 0.2250
H 1.8926 -0.5759 -1.7286
H 1.6661 -0.9272 -0.1364
H 0.3673 -0.7573 -0.9928
H 0.8950 1.7182 -1.2642
H 3.5192 1.0532 -0.6500
H 2.8152 2.3966 0.2530
H 3.0468 0.8159 1.0020
H 0.6016 0.4166 1.6890
H -0.1134 1.9786 0.9813
H -2.6723 -1.7402 1.0943

Orbital gap (spin up / spin down) in eV: 3.962 / 7.288
2S+1: 2
HOMO level (spin up / spin down) in eV: -3.94 / -7.31

***

Of them, version w has the highest stability.

***

Version w
Density functional theory data (wB97M-V/def2-TZVPD) for a cluster of 2 separate species, C2H5B in total.

CARTESIAN COORDINATES (ANGSTROEM)
B 1.0510 0.3425 0.0892
C -0.4926 0.6913 0.2531
C 0.0045 -0.7540 0.1490
H 2.1334 0.5373 -0.4273
H -1.0477 0.9795 1.0219
H -1.3018 1.0988 -1.1766
H -0.2563 -1.3042 -0.8235
H -0.0906 -1.5912 0.9141

Orbital gap in eV: 9.299
HOMO level in eV: -9.64

***

Version x
Density functional theory data (wB97M-V/def2-TZVPD) for a cluster of 2 separate species, C2H5B in total.

CARTESIAN COORDINATES (ANGSTROEM)
B 0.1308 -0.1478 0.8738
C 0.4553 0.7681 -0.3347
C -0.6467 -0.3462 -0.3845
H 0.6637 -1.2784 2.7107
H 0.1262 1.8482 -0.4615
H 1.3845 0.5416 -1.0192
H -0.4104 -1.2499 -0.9196
H -1.7034 -0.1356 -0.4651

Orbital gap (spin up / spin down) in eV: 8.785 / 8.787
HOMO level (spin up / spin down) in eV: -9.17 / -9.17

***

Of them, version w has the highest stability.

***

Version w
Density functional theory data (wB97M-V/def2-TZVPD) for a cluster of 2 separate species, C2H8N2OSi in total.

CARTESIAN COORDINATES (ANGSTROEM)
C 0.7947 -0.5225 2.5812
C 0.2565 -1.2234 1.6255
N -1.7200 0.7870 -1.0872
N 1.0189 1.1825 -1.1854
O -0.3790 -1.2881 -1.9679
Si -0.2268 -0.0138 -0.9757
H 0.7509 -0.7431 3.5812
H 1.5385 0.3559 2.3343
H -0.3416 -2.1507 1.6284
H -1.8808 1.6735 -0.7466
H -2.5480 0.3486 -1.3183
H 1.9124 0.8861 -0.9278
H 0.8029 2.0487 -0.6580
H 0.0214 -1.3407 -2.8837

Orbital gap in eV: 7.715
HOMO level in eV: -7.40

***

Version x
Density functional theory data (wB97M-V/def2-TZVPD) for a cluster of 2 separate species, C2H8N2OSi in total.

CARTESIAN COORDINATES (ANGSTROEM)
C 2.5821 -0.0926 -0.0127
C 1.5736 0.7223 0.1368
N -1.4659 0.1324 -1.5707
N -1.0665 -1.5159 0.9171
O -1.7805 1.1403 0.9861
Si -1.0212 0.0132 0.0628
H 3.6326 0.1660 0.0983
H 2.3670 -0.9850 -0.5448
H 1.6888 1.7418 0.5686
H -1.3131 -0.5534 -2.2451
H -2.3459 0.5737 -1.9431
H -1.1075 -1.4109 2.0367
H -0.2713 -2.0456 0.5903
H -1.4722 2.1136 0.9197

Orbital gap in eV: 8.440
HOMO level in eV: -8.00

***

Of them, version x has the highest stability.

***

Version w
Density functional theory data (wB97M-V/def2-TZVPD) for a cluster of 14 separate species, C8H44O18 in total.

CARTESIAN COORDINATES (ANGSTROEM)
O -4.8180 1.8980 20.8160
H -4.4720 2.1700 21.6530
H -5.4170 1.2530 21.2160
O -7.2370 2.3000 22.9010
H -7.4980 2.4100 21.9630
H -6.9300 3.1450 23.1360
O -6.5320 3.2760 19.2060
H -5.9800 2.8480 19.8640
H -5.9950 3.4950 18.4800
O -9.4820 -0.1860 23.2380
H -9.1650 0.6220 23.6920
H -10.1290 0.2990 22.6540
O -6.9490 0.0230 25.1130
H -6.8830 0.7730 24.5120
H -6.5550 -0.7350 24.6910
O -8.2320 4.6650 20.5170
H -9.1900 4.6200 20.2870
H -7.8130 4.2370 19.8050
O -3.9220 3.1040 23.3880
H -4.7680 2.9820 23.8330
H -3.3990 3.7560 23.9200
O -7.7900 3.3540 25.7260
H -8.0820 4.2470 25.8490
H -8.5670 2.9580 25.2590
O -5.4170 2.3010 25.5420
H -6.3510 2.5760 25.3690
H -5.5570 1.3340 25.8030
O -9.3500 1.9450 20.9400
H -9.2630 1.9310 19.9820
H -10.0220 2.6100 20.9530
C -6.5490 -0.4700 18.9040
C -7.6100 -0.6510 19.9500
O -7.1040 0.0910 21.0410
O -6.8140 -1.0930 17.7040
H -5.6430 -0.9250 19.2540
H -6.3040 0.5710 18.7240
H -7.8730 -1.6050 20.2280
H -8.5610 -0.1930 19.5660
H -7.8810 0.3510 21.5300
H -5.9630 -1.4300 17.5270
C -4.1970 -0.0900 23.4300
C -4.6670 -1.2370 22.6500
O -5.9540 -1.6980 23.1510
O -3.0010 0.3960 22.8160
H -4.0810 -0.1390 24.4890
H -4.9920 0.6480 23.4650
H -3.9460 -2.1360 22.6920
H -4.6470 -1.0380 21.5430
H -6.4510 -1.9780 22.3570
H -2.6660 1.0790 23.3000
C -10.5600 3.1200 24.0230
C -11.4680 4.2450 24.5140
O -11.8750 4.9550 23.3100
O -10.0910 2.1040 24.9310
H -9.5870 3.6640 23.6770
H -10.9650 2.6980 23.1040
H -10.9300 4.9090 25.1910
H -12.3820 3.8600 25.0050
H -11.1640 5.5720 23.1450
H -10.9140 1.8920 25.4120
C -6.4840 6.5310 24.6590
C -5.5370 5.7060 23.8030
O -6.1770 4.8150 22.9550
O -5.7900 7.5990 25.1180
H -6.8660 5.8690 25.4590
H -7.3580 6.9350 24.1070
H -4.9310 5.1450 24.5700
H -5.0340 6.4450 23.2450
H -5.9850 5.1360 22.0740
H -6.4460 8.2810 25.1840

Orbital gap in eV: 9.487
HOMO level in eV: -9.59

***

Version x
Density functional theory data (wB97M-V/def2-TZVPD) for a cluster of 14 separate species, C8H44O18 in total.

CARTESIAN COORDINATES (ANGSTROEM)
O -3.0617 -1.6059 0.0686
H -2.2834 -1.0998 0.2499
H -3.4289 -1.1893 -0.6739
O -1.2692 -3.5345 1.1221
H -1.1987 -3.1361 0.2526
H -2.1531 -3.7453 1.0971
O 1.8018 1.5314 -1.3325
H 1.0237 1.3262 -1.8506
H 2.3727 0.6996 -1.2836
O -0.4586 -0.3134 0.1694
H 0.3152 -0.2908 0.7019
H -0.2515 -0.0795 -0.7598
O -1.8282 -1.2975 -3.4149
H -2.7582 -1.1222 -3.1735
H -1.3549 -0.5523 -3.1618
O 2.0942 -2.8063 -0.6525
H 1.1947 -2.6104 -0.9224
H 2.1092 -3.3449 0.1532
O -0.5414 -3.0257 -1.5130
H -0.9152 -2.4525 -2.1672
H -0.0728 -3.7270 -2.0267
O 3.1712 -0.5717 -0.4893
H 3.8640 -0.5550 -1.1802
H 2.7493 -1.4582 -0.5341
O -0.6500 1.0786 -2.2646
H -0.8689 1.1602 -3.1990
H -1.2504 1.7904 -1.9641
O 0.5071 2.4468 0.9727
H 0.3013 3.2749 0.5683
H 1.3460 2.1755 0.5179
C 1.7277 -0.9796 2.4396
C 2.9768 -1.4303 3.2367
O 2.4202 -2.3382 4.2930
O 2.0080 0.3110 1.8481
H 0.7470 -0.9321 3.0058
H 1.5826 -1.6425 1.6225
H 3.5584 -0.5433 3.5749
H 3.6358 -1.9459 2.6190
H 3.1625 -2.5790 4.8659
H 2.6769 0.2414 1.1730
C 0.7639 2.5227 4.4220
C -0.3621 1.7299 3.7845
O -1.3306 1.1757 4.5757
O 1.4391 3.1435 3.4910
H 1.4540 1.8130 4.8705
H 0.3013 3.1372 5.1695
H -0.1102 0.9412 3.0222
H -0.9002 2.4155 3.1093
H -1.8754 1.9583 4.9308
H 1.1993 2.7435 2.7003
C 1.7695 -1.4351 -4.5183
C 1.2624 -0.6934 -5.7429
O 1.1321 -1.5731 -6.9017
O 1.6504 -0.7036 -3.3310
H 2.7721 -1.6977 -4.8519
H 1.4048 -2.4433 -4.3919
H 2.0232 0.0328 -5.9685
H 0.3838 -0.0309 -5.6003
H 0.3851 -2.0982 -6.7256
H 0.7930 -0.2797 -3.3711
C -3.2320 1.9816 0.9354
C -4.3255 3.0618 0.7963
O -5.4933 2.7056 1.5459
O -2.4270 1.9443 -0.1625
H -3.5360 1.0025 1.0735
H -2.7185 2.1955 1.8533
H -4.6482 3.1836 -0.2271
H -3.9556 4.0090 1.1499
H -5.1704 2.7447 2.4879
H -1.6500 1.3863 -0.1136

Orbital gap in eV: 8.492
HOMO level in eV: -9.08

***

Of them, version w has the highest stability.

***

Version w
Density functional theory data (wB97M-V/def2-TZVPD) for a cluster of 2 separate species, C3H7OS2 in total.

CARTESIAN COORDINATES (ANGSTROEM)
C -1.1016 0.3281 0.4379
C 1.0496 0.5015 -0.9240
C 0.6244 -1.1931 0.7773
O 0.0376 -0.1803 -0.0738
S -2.7792 -1.5917 -0.6231
S -1.3811 1.9318 -0.0211
H 1.3175 -0.1517 -1.6541
H 0.5250 1.3643 -1.4053
H 1.9290 0.9073 -0.3075
H 1.4191 -0.6501 1.3266
H -0.1544 -1.4190 1.3991
H 0.8480 -2.0652 0.1434
H -2.3339 2.2181 0.9247

Total charge: +1
Orbital gap (spin up / spin down) in eV: 7.026 / 7.250
HOMO level (spin up / spin down) in eV: -13.36 / -13.29

***

Version x
Density functional theory data (wB97M-V/def2-TZVPD) for the ion C3H7OS2 with charge +1.

CARTESIAN COORDINATES (ANGSTROEM)
C -0.3286 0.8390 -1.0605
C -0.3180 0.2769 1.4303
C 0.1662 -1.4609 -0.1430
O -0.5652 -0.2517 0.1199
S -1.6622 1.3048 -1.7695
S 1.3344 1.2325 -1.1373
H -0.8627 1.2133 1.5265
H -0.7073 -0.4337 2.1577
H 0.7448 0.4473 1.6053
H -0.2127 -2.2394 0.5207
H -0.0212 -1.7544 -1.1778
H 1.2393 -1.3273 0.0185
H 1.1931 2.1536 -2.0908

Total charge: +1
Orbital gap in eV: 9.257
HOMO level in eV: -14.44

***

Of them, version x has the highest stability.